No. 1
C37H46N3O5SbTeTl | the ωB97M-V functional and the def2-TZVPD basis

Each line ends with the Löwdin charge.
Geometry (Å):
1 Tl 1.324 1.878 -0.451  1.0314
2 O 5.817 -0.469 2.068  0.0457
3 C 5.778 0.778 2.564  -0.2687
4 C 6.955 1.296 3.109  -0.0169
5 C 6.987 2.573 3.628  -0.0852
6 C 5.843 3.369 3.624  -0.0943
7 C 4.675 2.858 3.098  -0.0333
8 C 4.612 1.568 2.562  -0.0867
9 C 3.313 1.093 2.017  -0.5444
10 O 2.296 1.869 2.133  -0.3147
11 N 3.333 -0.110 1.480  0.0121
12 N 2.182 -0.528 0.828  -0.0405
13 C 2.249 -1.766 0.498  -0.0738
14 C 1.369 -2.545 -0.377  -0.1345
15 C 1.703 -3.897 -0.511  -0.0381
16 C 1.017 -4.749 -1.354  -0.0808
17 C -0.016 -4.239 -2.130  -0.0596
18 C -0.363 -2.905 -2.029  -0.0451
19 C 0.288 -2.060 -1.135  -0.3571
20 O -0.055 -0.769 -0.973  -0.4101
21 H 4.908 -0.651 1.706  0.0569
22 H 7.834 0.666 3.106  0.1154
23 H 7.912 2.956 4.040  0.1021
24 H 5.868 4.372 4.027  0.0969
25 H 3.770 3.451 3.088  0.1101
26 H 3.123 -2.322 0.848  0.1243
27 H 2.536 -4.275 0.070  0.1126
28 H 1.295 -5.792 -1.420  0.1023
29 H -0.551 -4.877 -2.821  0.1099
30 H -1.171 -2.509 -2.635  0.1074
31 C -0.694 -1.215 3.799  -0.2698
32 Sb 0.386 0.572 3.266  1.5877
33 C -0.529 1.898 4.659  -0.2525
34 C 2.063 0.077 4.507  -0.2598
35 H -0.441 -1.391 4.844  0.0181
36 H -0.373 -2.051 3.182  -0.0029
37 H -1.763 -1.054 3.683  0.0136
38 H -0.312 1.504 5.652  0.0155
39 H -1.595 1.914 4.459  0.0076
40 H -0.128 2.904 4.558  0.0191
41 H 1.651 -0.160 5.489  0.0137
42 H 2.731 0.931 4.577  0.0144
43 H 2.605 -0.779 4.113  0.0206
44 C -3.583 1.256 1.054  0.0016
45 C -2.090 1.456 1.029  -0.6535
46 O -1.533 1.820 2.100  -0.2025
47 N -1.373 1.357 -0.081  -0.2532
48 Te -1.682 0.198 -1.603  1.8413
49 C -3.093 -1.408 -0.659  -0.2767
50 C -2.839 -2.458 0.227  -0.2796
51 C -1.799 -2.349 1.313  -0.0729
52 C -3.611 -3.621 0.190  -0.0159
53 C -4.672 -3.758 -0.686  -0.2685
54 C -5.496 -5.017 -0.736  -0.0520
55 C -4.986 -2.673 -1.500  -0.0248
56 C -4.221 -1.515 -1.502  -0.3317
57 C -4.690 -0.374 -2.387  -0.1106
58 C -0.286 1.494 -2.884  -0.3888
59 C -0.884 2.718 -3.236  -0.3231
60 C -1.972 3.348 -2.396  -0.0766
61 C -0.469 3.403 -4.375  -0.0186
62 C 0.528 2.909 -5.200  -0.2658
63 C 0.958 3.641 -6.443  -0.0506
64 C 1.119 1.703 -4.847  -0.0183
65 C 0.728 0.990 -3.719  -0.3189
66 C 1.449 -0.305 -3.430  -0.0491
67 H -3.943 1.267 2.080  0.0853
68 H -3.853 0.316 0.570  0.0481
69 H -4.050 2.078 0.507  0.0917
70 H -1.289 -1.386 1.280  0.0503
71 H -1.052 -3.143 1.242  0.0926
72 H -2.282 -2.447 2.289  0.0739
73 H -3.376 -4.430 0.877  0.1201
74 H -5.058 -5.800 -0.118  0.0724
75 H -5.570 -5.392 -1.758  0.0791
76 H -6.512 -4.834 -0.381  0.0812
77 H -5.858 -2.733 -2.145  0.1175
78 H -5.736 -0.521 -2.653  0.0774
79 H -4.127 -0.301 -3.321  0.0640
80 H -4.617 0.590 -1.879  0.0517
81 H -2.868 2.715 -2.342  0.0546
82 H -2.286 4.300 -2.822  0.0788
83 H -1.639 3.516 -1.372  0.0661
84 H -0.941 4.350 -4.619  0.1131
85 H 0.384 4.557 -6.581  0.0721
86 H 0.817 3.017 -7.327  0.0803
87 H 2.015 3.906 -6.397  0.0810
88 H 1.915 1.304 -5.470  0.1182
89 H 2.287 -0.434 -4.114  0.0843
90 H 0.794 -1.172 -3.550  0.0747
91 H 1.839 -0.336 -2.411  0.0502
92 O 0.345 3.820 1.253  -0.1481
93 H 1.086 3.716 1.861  0.0141
94 H -0.361 3.253 1.621  -0.0048

Calculated values
- Lowest unoccupied orbital energy (spin up / spin down): -0.206 / -1.834 eV
- Electronic energy: -72343.8178 eV
- Total charge: 0
- Orbital gap (spin up / spin down): 7.24 / 5.61 eV
- 2S+1: 2
- Relative energy (zero: lowest compared OMol25 entry of this formula, charge and spin): 1.787 eV

No. 2
C2H3NS | the ωB97M-V functional and the def2-TZVPD basis

Each line ends with the Löwdin charge.
Geometry (Å):
1 C 0.571 -0.403 -0.372  -0.5821
2 C 0.200 0.349 0.739  -0.4914
3 H -1.943 1.025 -0.140  0.2094
4 H 1.642 -0.055 -0.404  0.1102
5 H 0.604 -1.520 0.025  0.1177
6 N -0.127 0.964 1.695  0.1285
7 S -0.948 -0.360 -1.544  0.5077

Calculated values
- Lowest unoccupied orbital energy: -2.109 eV
- Electronic energy: -14443.2228 eV
- Total charge: 0
- Orbital gap: 7.80 eV
- 2S+1: 1
- Relative energy (zero: lowest compared OMol25 entry of this formula, charge and spin): 4.246 eV

No. 3
C19H27N2Tc | the ωB97M-V functional and the def2-TZVPD basis

Each line ends with the Löwdin charge.
Geometry (Å):
1 C 0.242 -4.530 -0.112  -0.4186
2 C 0.860 -4.570 1.222  -0.0906
3 C -1.166 -4.918 -0.268  -0.0980
4 C 1.110 -4.446 -1.294  -0.0969
5 H -1.286 -6.015 -0.320  0.0966
6 H -1.600 -4.515 -1.194  0.0722
7 H -1.774 -4.579 0.584  0.0775
8 H 1.169 -5.595 1.498  0.0955
9 H 0.168 -4.225 2.003  0.0723
10 H 1.763 -3.945 1.258  0.0789
11 H 1.473 -5.440 -1.611  0.0969
12 H 2.002 -3.838 -1.087  0.0746
13 H 0.582 -4.013 -2.153  0.0729
14 C -1.484 1.126 1.683  -0.1758
15 C -2.037 0.071 0.872  -0.2711
16 C -1.172 -1.085 1.050  -0.2271
17 H -2.980 0.127 0.348  0.1076
18 C -0.290 -0.806 2.162  -0.0621
19 C -0.505 0.519 2.570  -0.1269
20 H -0.081 0.984 3.458  0.1071
21 H -1.927 2.116 1.767  0.1162
22 H -1.375 -2.101 0.718  0.0945
23 H 0.347 -1.549 2.642  0.1097
24 C 0.458 0.422 -2.337  -0.1530
25 C -0.875 0.985 -2.295  -0.1741
26 C -1.755 -0.036 -1.821  -0.1648
27 H -1.199 1.969 -2.619  0.1162
28 C -0.965 -1.196 -1.533  -0.1832
29 C 0.406 -0.905 -1.809  -0.1534
30 H 1.241 -1.575 -1.628  0.1076
31 H 1.351 0.898 -2.718  0.1006
32 H -2.828 0.064 -1.722  0.1248
33 H -1.324 -2.183 -1.274  0.1046
34 Tc -0.361 0.454 -0.268  1.3703
35 C 0.739 5.340 2.420  -0.0039
36 C 0.779 4.429 1.260  -0.2846
37 C 1.112 4.685 -0.055  0.0213
38 C 0.938 3.492 -0.764  -0.2905
39 N 0.503 2.524 0.102  -0.0233
40 N 0.471 3.128 1.323  0.0318
41 C 1.274 3.406 -2.198  -0.0345
42 H 1.748 5.740 2.595  0.0998
43 H 0.078 6.192 2.200  0.1000
44 H 0.379 4.847 3.333  0.0886
45 H 1.435 5.634 -0.453  0.1265
46 H 0.235 2.681 2.203  0.1214
47 H 0.465 3.005 -2.806  0.0555
48 H 1.483 4.420 -2.558  0.0978
49 H 2.173 2.808 -2.375  0.0929

Calculated values
- Lowest unoccupied orbital energy (spin up / spin down): -2.694 / -4.335 eV
- Electronic energy: -25309.8597 eV
- Total charge: +1
- Orbital gap (spin up / spin down): 6.72 / 6.94 eV
- 2S+1: 4
- Relative energy (zero: lowest compared OMol25 entry of this formula, charge and spin): 0.000 eV

No. 4
C2H5BrSi | the ωB97M-V functional and the def2-TZVPD basis

Each line ends with the Löwdin charge.
Geometry (Å):
1 C -1.705 1.154 -0.136  0.0767
2 C -0.321 -0.297 0.366  -0.7755
3 Si 1.512 -0.392 -0.155  0.5227
4 Br -1.566 -1.706 0.878  0.5258
5 H -2.612 0.717 0.091  -0.0723
6 H -1.368 2.149 -0.025  -0.0267
7 H 2.136 0.840 -0.629  -0.0931
8 H 2.548 -0.991 0.785  -0.0811
9 H 1.375 -1.475 -1.174  -0.0764

Calculated values
- Lowest unoccupied orbital energy (spin up / spin down): -0.474 / -0.268 eV
- Electronic energy: -80068.6527 eV
- Total charge: 0
- Orbital gap (spin up / spin down): 8.89 / 8.33 eV
- 2S+1: 1
- Relative energy (zero: lowest compared OMol25 entry of this formula, charge and spin): 6.551 eV